# 1
C46H36FGeInN4O5 | ωB97M-V/def2-TZVPD

* molecular weight: 931.2 g/mol
* calculated total energy: -4736.609122 Eh
* charge: -2
* relative energy (zero: lowest compared OMol25 entry of this formula, charge and spin): 8.0 kcal/mol

Element x y z (Å)
In1 -1.94 0.05 0.71
O1 -6.93 2.78 -0.96
C1 -6.45 3.47 0.09
C2 -6.95 4.76 0.32
C3 -6.46 5.52 1.37
C4 -5.48 5.02 2.21
C5 -4.99 3.74 1.99
C6 -5.47 2.95 0.95
C7 -4.88 1.58 0.77
O2 -4.14 1.11 1.66
N1 -5.23 0.99 -0.39
N2 -4.57 -0.18 -0.58
C8 -4.86 -0.83 -1.63
C9 -4.09 -2.03 -2.00
C10 -4.42 -2.73 -3.16
C11 -3.64 -3.81 -3.53
C12 -2.54 -4.15 -2.75
C13 -2.30 -3.40 -1.61
N3 -3.05 -2.37 -1.23
H1 -6.37 1.94 -1.00
H2 -7.71 5.13 -0.35
H3 -6.85 6.52 1.52
H4 -5.08 5.63 3.01
H5 -4.22 3.32 2.62
H6 -5.64 -0.49 -2.33
H7 -5.26 -2.41 -3.76
H8 -3.87 -4.37 -4.43
H9 -1.89 -4.98 -3.01
H10 -1.44 -3.61 -0.98
C14 2.97 0.73 6.68
C15 3.95 0.41 5.54
C16 4.86 -0.72 5.99
C17 5.67 -1.28 4.84
C18 4.75 -1.75 3.76
C19 5.06 -2.91 3.00
C20 4.20 -3.26 2.00
F1 4.47 -4.39 1.28
C21 3.06 -2.54 1.67
C22 2.74 -1.38 2.40
C23 1.71 -0.48 2.04
O3 1.14 -0.54 0.83
C24 1.41 0.69 2.86
C25 2.20 0.91 3.92
N4 3.25 0.08 4.30
C26 3.60 -1.03 3.51
C27 0.25 1.67 2.69
O4 0.02 2.45 3.61
O5 -0.44 1.57 1.62
H11 3.52 0.79 7.62
H12 2.23 -0.08 6.76
H13 2.43 1.66 6.53
H14 4.57 1.30 5.37
H15 4.25 -1.52 6.42
H16 5.51 -0.34 6.78
H17 6.30 -2.11 5.18
H18 6.35 -0.51 4.46
H19 5.94 -3.50 3.22
H20 2.43 -2.84 0.85
H21 1.98 1.75 4.56
C28 1.12 -1.45 -0.12
Ge1 0.77 -0.42 -1.84
C29 2.17 0.98 -1.76
C30 1.96 2.19 -1.10
C31 3.01 3.05 -0.81
C32 4.31 2.71 -1.17
C33 4.54 1.50 -1.81
C34 3.48 0.64 -2.09
C35 -0.81 0.31 -2.79
C36 -1.13 1.67 -2.82
C37 -2.27 2.13 -3.47
C38 -3.12 1.23 -4.11
C39 -2.82 -0.12 -4.09
C40 -1.68 -0.58 -3.44
C41 1.39 -1.73 -3.19
C42 1.36 -3.10 -2.91
C43 1.75 -4.04 -3.85
C44 2.20 -3.62 -5.10
C45 2.25 -2.27 -5.39
C46 1.84 -1.33 -4.45
H22 0.97 2.45 -0.73
H23 2.82 3.96 -0.27
H24 5.13 3.37 -0.94
H25 5.55 1.20 -2.07
H26 3.69 -0.31 -2.57
H27 -0.48 2.39 -2.34
H28 -2.50 3.19 -3.47
H29 -4.01 1.59 -4.61
H30 -3.47 -0.83 -4.58
H31 -1.47 -1.64 -3.44
H32 1.04 -3.42 -1.92
H33 1.73 -5.09 -3.61
H34 2.52 -4.35 -5.84
H35 2.61 -1.93 -6.36
H36 1.87 -0.28 -4.69


# 2
C46H37AuO4P2 | ωB97M-V/def2-TZVPD

* molecular weight: 912.7 g/mol
* calculated total energy: -2894.441908 Eh

Element x y z (Å)
Au1 0.78 -0.44 0.25
C1 -5.94 0.66 -0.99
C2 -5.11 0.26 0.22
C3 -5.87 0.01 1.52
C4 -4.36 -0.99 -0.07
C5 -5.00 -2.14 -0.57
C6 -4.31 -3.29 -0.95
C7 -2.94 -3.35 -0.67
C8 -2.23 -2.25 -0.13
P1 -0.46 -2.35 0.14
C9 -0.28 -3.19 1.80
C10 0.95 -2.93 2.48
C11 1.09 -3.38 3.79
C12 0.19 -4.28 4.33
C13 -0.97 -4.53 3.69
C14 -1.29 -3.92 2.43
C15 0.32 -3.36 -1.14
C16 0.30 -4.76 -1.09
C17 0.45 -5.46 -2.28
C18 0.88 -4.77 -3.41
C19 0.98 -3.39 -3.45
C20 0.61 -2.68 -2.35
C21 -2.98 -1.10 0.18
O1 -2.31 -0.15 0.93
C22 -2.69 1.16 0.53
C23 -1.73 2.18 0.41
C24 -2.20 3.49 0.54
C25 -3.56 3.74 0.70
C26 -4.46 2.74 0.66
C27 -4.11 1.38 0.52
P2 -0.03 1.89 0.05
C28 0.11 2.38 -1.71
C29 1.43 2.58 -2.14
C30 1.66 3.31 -3.31
C31 0.58 3.62 -4.22
C32 -0.68 3.16 -3.85
C33 -0.95 2.65 -2.58
C34 1.01 3.04 0.95
C35 1.59 2.63 2.18
C36 2.53 3.39 2.82
C37 2.83 4.64 2.37
C38 2.07 5.19 1.30
C39 1.20 4.39 0.59
H1 -6.71 -0.12 -1.08
H2 -5.23 0.64 -1.89
H3 -6.48 1.62 -0.90
H4 -6.65 -0.79 1.46
H5 -6.44 0.92 1.92
H6 -5.24 -0.37 2.31
H7 -6.09 -2.16 -0.47
H8 -4.77 -4.17 -1.43
H9 -2.46 -4.30 -0.80
H10 1.72 -2.41 1.93
H11 2.05 -3.18 4.34
H12 0.35 -4.74 5.32
H13 -1.69 -5.26 4.02
H14 -2.30 -4.02 2.07
H15 0.10 -5.30 -0.15
H16 0.29 -6.53 -2.31
H17 1.30 -5.33 -4.27
H18 1.36 -2.80 -4.35
H19 0.85 -1.64 -2.43
H20 -1.52 4.34 0.52
H21 -3.92 4.75 0.96
H22 -5.52 3.01 0.73
H23 2.31 2.17 -1.62
H24 2.67 3.60 -3.51
H25 0.81 4.06 -5.21
H26 -1.50 3.36 -4.54
H27 -1.96 2.31 -2.36
H28 1.35 1.65 2.63
H29 3.06 2.95 3.65
H30 3.59 5.27 2.86
H31 2.13 6.26 1.16
H32 0.88 4.82 -0.33
O2 4.18 2.10 0.11
C40 5.25 1.25 0.02
C41 6.43 1.87 -0.38
C42 7.60 1.10 -0.35
C43 7.63 -0.22 0.12
C44 6.42 -0.84 0.42
C45 5.25 -0.17 0.24
C46 3.84 -0.81 0.39
O3 3.63 -1.97 0.66
O4 2.88 0.10 0.28
H33 3.43 1.34 0.20
H34 6.53 2.97 -0.50
H35 8.56 1.47 -0.70
H36 8.57 -0.68 0.11
H37 6.36 -1.91 0.67